[1]
Molecular formula: C3H4ClF
Method: DFT, the ωB97M-V functional and the def2-TZVPD basis

Each line ends with the natural charge from an NBO analysis.
CARTESIAN COORDINATES (ANGSTROEM)
C: 0.91784 -0.50679 0.33672  -0.0039
C: -0.38600 -0.18701 -0.07487  -0.0952
C: -0.89341 1.02539 -0.37012  -0.3656
H: 0.89836 -1.03080 1.26779  0.1832
H: 1.44830 0.46481 0.54867  0.1771
H: -0.20243 1.90437 -0.08769  0.2123
H: -1.87269 1.09846 -0.86268  0.2296
F: 1.56599 -1.28144 -0.62616  -0.3492
Cl: -1.47596 -1.48699 -0.13166  0.0119

Values from the calculation:
relative energy (zero: lowest compared OMol25 entry of this formula, charge and spin): 13.0 kcal per mole
lowest unoccupied orbital energy: 0.73 eV
E: -18414.5113 eV
frontier orbital gap: 10.51 eV
structure (SMILES): C=C(Cl)CF
M: 94.52 g/mol



[2]
Molecular formula: C3H7N5O2S
Method: DFT, the ωB97M-V functional and the def2-TZVPD basis

Each line ends with the natural charge from an NBO analysis.
CARTESIAN COORDINATES (ANGSTROEM)
C: 2.47623 -0.00789 0.16525  -0.1275
C: 1.13285 0.03015 0.48204  0.0383
C: 0.64777 -1.23109 0.07941  -0.1181
N: 2.70381 -1.22671 -0.38551  -0.3172
N: 1.60851 -1.96817 -0.44328  -0.2434
N: 0.37102 1.09190 0.96812  -0.8464
N: -1.43920 1.00326 -1.35371  -0.5002
N: -2.61399 0.46059 -1.28160  -0.4400
O: -2.44558 0.40648 1.29065  -0.9503
O: -4.49621 -0.46612 0.18474  -0.8703
S: -3.08513 -0.20555 0.12706  1.9559
H: 3.25424 0.71464 0.30121  0.2159
H: 3.57378 -1.58677 -0.74173  0.4092
H: -0.44743 0.78843 1.48600  0.4158
H: 0.91603 1.74764 1.51336  0.3812
H: -1.02095 1.44849 -0.52755  0.4056
H: -0.78260 0.61197 -2.02318  0.3878
H: -0.35315 -1.61125 0.15871  0.2038

Values from the calculation:
relative energy (zero: lowest compared OMol25 entry of this formula, charge and spin): 3.2 kcal per mole
lowest unoccupied orbital energy (spin up / spin down): -1.39 / -1.42 eV
E: -25601.8868 eV
frontier orbital gap (spin up / spin down): 7.20 / 7.17 eV
structure (SMILES): Nc1cn[nH]c1.NN=S(=O)=O
M: 177.19 g/mol



[3]
Molecular formula: C6H15O4
Method: DFT, the ωB97M-V functional and the def2-TZVPD basis

Each line ends with the natural charge from an NBO analysis.
CARTESIAN COORDINATES (ANGSTROEM)
O: 1.15017 -0.49440 2.58745  -0.7408
C: 1.31604 -0.11737 1.41220  0.8139
O: 2.09435 0.74044 0.96567  -0.7603
C: 0.40886 -0.88312 0.38953  -0.5110
C: -0.84289 0.05246 0.02381  -0.1897
C: -0.86764 1.45669 0.83765  -0.6207
C: -0.82431 0.16983 -1.45704  -0.4371
C: -2.17145 0.37026 -2.14393  -0.6228
H: 0.16032 -1.77699 0.75615  0.1943
H: 0.84597 -1.14070 -0.52020  0.1912
H: -1.80640 -0.33920 0.52380  0.1908
H: -1.76392 1.94501 0.90665  0.1875
H: -0.48220 1.30701 1.81874  0.2285
H: 0.05916 2.10414 0.36694  0.2060
H: -0.17887 -0.62656 -1.79899  0.2118
H: -0.25594 1.09167 -1.71538  0.2124
H: -2.49178 -0.23917 -3.03251  0.2087
H: -2.28656 1.35276 -2.70597  0.1938
H: -2.88016 0.43792 -1.27309  0.2083
H: 2.70827 0.46244 -0.60039  0.5129
H: 3.67541 1.38969 -1.45180  0.4480
O: 3.42261 0.42262 -1.39698  -1.0173
H: 0.76629 -1.85567 2.63058  0.4855
H: -0.15331 -3.00908 2.09891  0.4294
O: 0.39797 -2.82069 2.77818  -1.0233

Values from the calculation:
relative energy (zero: lowest compared OMol25 entry of this formula, charge and spin): 34.5 kcal per mole
lowest unoccupied orbital energy: 3.43 eV
E: -14655.5461 eV
frontier orbital gap: 8.86 eV
total charge: -1
M: 151.18 g/mol



[4]
Molecular formula: C8H6N2S
Method: DFT, the ωB97M-V functional and the def2-TZVPD basis

Each line ends with the natural charge from an NBO analysis.
CARTESIAN COORDINATES (ANGSTROEM)
C: -2.27064 -0.94408 1.35481  0.3035
C: -1.98377 0.71511 -0.28075  0.2792
C: 1.91464 -0.71000 1.87447  -0.2475
C: 0.47212 -0.99587 1.71886  -0.2505
C: 2.29896 0.04890 0.75164  -0.4348
C: -0.05683 -0.51022 0.57663  -0.1870
C: -1.75296 -1.68028 -0.95736  -0.5692
C: -1.55514 -0.55432 0.18880  -0.3224
N: -2.88197 -1.32082 2.24455  -0.2713
N: -2.31572 1.77869 -0.47853  -0.2482
S: 1.12355 0.35473 -0.39874  0.4893
H: 2.33999 -1.02387 2.81446  0.2412
H: -0.25362 -1.45649 2.46128  0.2481
H: 3.33963 0.30296 0.66959  0.2465
H: -1.60743 -1.05586 -1.93985  0.2395
H: -0.98842 -2.53593 -0.77971  0.2434
H: -2.75107 -2.18396 -0.81678  0.2400

Values from the calculation:
relative energy (zero: lowest compared OMol25 entry of this formula, charge and spin): 50.0 kcal per mole
lowest unoccupied orbital energy: 0.54 eV
E: -22206.4407 eV
frontier orbital gap: 9.98 eV
structure (SMILES): CC(C#N)(C#N)c1cccs1
M: 162.22 g/mol



[5]
Molecular formula: C33H23Br2FeN9S
Method: DFT, the ωB97M-V functional and the def2-TZVPD basis

Each line ends with the natural charge from an NBO analysis.
CARTESIAN COORDINATES (ANGSTROEM)
Fe: -1.06527 0.40106 0.01941  0.6503
N: -3.82642 -2.69833 2.10952  -0.8024
C: -2.93239 -1.68139 2.07062  0.3337
S: -1.31402 -2.20215 2.69831  0.1065
N: -3.28364 -0.53666 1.65311  -0.4019
N: -2.42114 0.45933 1.39642  -0.1398
C: -2.39468 1.55962 2.15471  0.0023
C: -1.42726 2.50340 1.82617  0.1386
C: -1.10787 3.64473 2.60544  -0.2180
C: -0.11966 4.48987 2.19584  -0.1610
C: 0.54131 4.22614 0.97670  -0.2356
C: 0.21951 3.08353 0.28361  0.0689
N: -0.70923 2.21990 0.67813  -0.3724
H: -3.47838 -3.62205 2.29923  0.4047
H: -4.63127 -2.61029 1.51050  0.4008
H: -3.03981 1.64790 3.01751  0.2116
H: -1.64143 3.79455 3.53189  0.2234
H: 0.15861 5.34984 2.78631  0.2251
H: 1.30059 4.88916 0.60116  0.2309
H: 0.72260 2.84285 -0.64270  0.2445
Br: -3.08829 -5.49106 -2.22286  0.0846
C: -2.42857 -3.80895 -1.62381  -0.0551
C: -1.28862 -3.76718 -0.79626  -0.2069
C: -0.87098 -2.53031 -0.36665  0.0745
N: -1.48408 -1.39075 -0.65460  -0.3592
C: -2.55981 -1.41630 -1.51993  0.1524
C: -3.05591 -2.65564 -1.99109  -0.2592
C: -3.06271 -0.15384 -1.88884  0.2574
C: -4.03765 0.04515 -2.89645  -0.2610
C: -4.42796 1.31608 -3.19787  -0.0402
Br: -5.71045 1.61896 -4.56707  0.0940
C: -3.87663 2.41393 -2.50503  -0.2498
C: -2.91722 2.14178 -1.55471  0.0681
N: -2.49029 0.92537 -1.24685  -0.3826
H: -0.75642 -4.65747 -0.51680  0.2357
H: 0.00498 -2.45355 0.25828  0.2470
H: -3.92005 -2.67681 -2.63478  0.2323
H: -4.44550 -0.79901 -3.43005  0.2357
H: -4.18197 3.42418 -2.72157  0.2428
H: -2.44664 2.94806 -1.01233  0.2189
N: 8.86054 -1.70155 0.25127  -0.3252
C: 7.74505 -1.43791 0.23271  0.2695
C: 6.36882 -1.11982 0.19302  -0.1422
C: 5.90340 0.05855 0.77825  -0.1665
C: 4.55708 0.35995 0.73353  -0.2289
C: 3.66138 -0.50219 0.10602  0.0271
C: 4.13468 -1.67202 -0.48538  -0.1992
C: 5.47666 -1.99024 -0.43562  -0.1812
C: 2.21401 -0.20102 0.07909  -0.1101
C: 1.49227 -0.42282 1.25303  0.1346
C: 2.06749 -0.90209 2.49888  -0.1825
C: 1.07273 -1.05244 3.38079  -0.2678
C: -0.19610 -0.67206 2.69886  -0.1137
N: 0.16826 -0.26536 1.38628  -0.6439
C: 1.66560 0.25724 -1.12471  0.0381
C: 2.39023 0.56932 -2.30352  -0.3139
C: 1.46603 1.02298 -3.21919  -0.3356
C: 0.22040 0.96223 -2.58263  -0.1026
N: 0.33137 0.51710 -1.32824  -0.5140
H: 6.60160 0.73279 1.25207  0.2195
H: 4.18526 1.26942 1.18410  0.2221
H: 3.43473 -2.33742 -0.97008  0.2225
H: 5.84824 -2.90028 -0.88474  0.2221
H: 3.11562 -1.08832 2.63800  0.2284
H: 1.11227 -1.40012 4.39547  0.2206
H: -0.77323 0.08240 3.23574  0.1910
H: 3.45221 0.46914 -2.41886  0.2125
H: 1.65132 1.35861 -4.22060  0.2078
H: -0.73331 1.21228 -3.00616  0.1719

Values from the calculation:
relative energy (zero: lowest compared OMol25 entry of this formula, charge and spin): 31.6 kcal per mole
lowest unoccupied orbital energy: -1.27 eV
E: -233312.3224 eV
frontier orbital gap: 3.95 eV
M: 793.33 g/mol